## w
{"formula": "C5H6NO", "method": "wB97M-V/def2-TZVPD", "elements": ["C", "C", "C", "C", "C", "N", "O", "H", "H", "H", "H", "H", "H"], "positions_angstrom": [[-0.557, -0.942, -0.417], [-1.256, 0.282, -0.852], [-2.226, 0.412, 0.101], [0.083, 0.896, -0.994], [1.422, -0.370, 0.804], [0.621, -0.361, -0.409], [-3.024, 0.383, 0.884], [-0.982, -1.924, -0.172], [1.127, 0.379, 1.463], [0.507, 0.962, -2.082], [0.519, 1.774, -0.362], [2.475, -0.250, 0.448], [1.289, -1.237, 1.588]], "lowdin_charge": [0.07, -0.08, -0.07, -0.04, -0.01, -0.10, 0.34, 0.18, 0.07, 0.18, 0.18, 0.12, 0.15], "lumo_energy_ev": -5.491, "gap_ha": 0.329, "total_charge": 1}

=====

## x
{"formula": "C5H6NO", "method": "wB97M-V/def2-TZVPD", "elements": ["C", "O", "C", "N", "C", "C", "C", "H", "H", "H", "H", "H", "H"], "positions_angstrom": [[-2.201, 0.046, 0.052], [-1.066, -0.516, -0.549], [0.100, -0.125, -0.244], [0.477, 0.939, 0.358], [1.762, 0.797, 0.663], [2.479, -0.411, 0.156], [1.526, -1.155, -0.476], [-1.963, 1.017, 0.523], [-2.507, -0.827, 0.648], [-2.941, 0.048, -0.647], [2.347, 1.519, 1.297], [3.549, -0.662, 0.288], [1.675, -2.074, -0.907]], "lowdin_charge": [0.03, 0.08, -0.22, 0.15, 0.05, -0.01, 0.19, 0.13, 0.14, 0.08, 0.16, 0.14, 0.08], "lumo_energy_ev": -7.042, "gap_ha": 0.313, "total_charge": 1}

=====

## y
{"formula": "C5H6NO", "method": "wB97M-V/def2-TZVPD", "elements": ["C", "N", "C", "C", "C", "O", "C", "H", "H", "H", "H", "H", "H"], "positions_angstrom": [[1.762, 0.193, -0.470], [0.517, 0.180, 0.066], [-0.400, 1.063, 0.224], [-1.438, 0.085, 0.391], [-2.591, -0.050, -0.156], [-3.676, -0.052, -0.552], [-0.324, -0.995, 0.357], [2.404, -0.388, 0.265], [2.112, 1.271, -0.357], [1.954, -0.187, -1.405], [-0.212, 2.042, 0.506], [0.095, -1.291, 1.389], [-0.203, -1.872, -0.257]], "lowdin_charge": [-0.01, -0.15, 0.12, -0.10, -0.06, 0.30, 0.03, 0.14, 0.15, 0.09, 0.15, 0.18, 0.14], "lumo_energy_ev": -5.079, "gap_ha": 0.345, "total_charge": 1}

=====

Stability check: which of them is least stable? w.

=====

## w
{"formula": "C3H7O2", "method": "wB97M-V/def2-TZVPD", "elements": ["C", "O", "C", "C", "O", "H", "H", "H", "H", "H", "H", "H"], "positions_angstrom": [[-0.129, 1.312, 1.095], [-0.718, 0.937, -0.136], [0.270, -0.015, -0.946], [-0.114, -1.499, -0.441], [1.504, 0.250, -0.750], [-0.763, 2.165, 1.342], [-0.256, 0.538, 1.883], [0.929, 1.560, 1.007], [-0.251, 0.166, -1.910], [-0.958, -1.646, 0.239], [0.805, -1.833, 0.036], [-0.319, -1.935, -1.420]], "lowdin_charge": [-0.21, -0.27, -0.62, -0.07, -0.22, 0.06, 0.06, 0.06, 0.10, 0.04, 0.04, 0.03], "lumo_energy_ev": 4.635, "gap_ha": 0.276, "total_charge": -1}

=====

## x
{"formula": "C3H7O2", "method": "wB97M-V/def2-TZVPD", "elements": ["C", "O", "C", "C", "O", "H", "H", "H", "H", "H", "H", "H"], "positions_angstrom": [[-0.225, -1.827, 0.202], [-0.557, -0.496, 0.084], [0.554, 0.418, 0.111], [-0.348, 1.728, -0.369], [1.556, 0.121, -0.653], [0.411, -2.070, 1.189], [-1.151, -2.406, 0.264], [0.374, -2.106, -0.694], [0.785, 0.555, 1.130], [0.324, 2.169, -1.105], [-0.395, 2.469, 0.464], [-1.328, 1.445, -0.625]], "lowdin_charge": [-0.20, -0.24, -0.69, -0.05, -0.23, 0.10, 0.05, 0.07, 0.08, 0.04, 0.04, 0.02], "lumo_energy_ev": 4.487, "gap_ha": 0.258, "total_charge": -1}

=====

Stability check: which of them is least stable? x.

=====

## w
{"formula": "C2H2", "method": "wB97M-V/def2-TZVPD", "elements": ["C", "C", "H", "H"], "positions_angstrom": [[-0.600, 0.107, -0.103], [0.621, -0.130, -0.096], [-1.668, -0.251, 0.105], [1.647, 0.273, 0.094]], "lowdin_charge": [-0.04, -0.04, 0.05, 0.04], "lumo_energy_ev": 1.197, "gap_ha": 0.434}

=====

## x
{"formula": "C2H2", "method": "wB97M-V/def2-TZVPD", "elements": ["C", "C", "H", "H"], "positions_angstrom": [[0.577, -0.190, -0.001], [-0.636, -0.003, -0.003], [1.750, 0.289, 0.000], [-1.691, -0.095, 0.004]], "lowdin_charge": [-0.07, -0.05, 0.11, 0.00], "lumo_energy_ev": 1.305, "gap_ha": 0.439}

=====

Stability check: which of them is least stable? x.